[1]
A structure of composition C39H95AsF6KN5O17 in a non-equilibrium geometry. Source: the Open Molecules 2025 dataset; level of theory: the ωB97M-V functional and the def2-TZVPD basis.

Summary:
LUMO: -0.5 eV
Calculated total energy: -6530.546040 Ha

Structure (ORCA input):
```
! wB97M-V def2-TZVPD RIJCOSX def2/J DEFGRID3
* xyz 0 1
As -0.9531 -0.2908 -0.8643
K -3.5425 -1.0574 -3.8290
F -1.2153 -0.2197 -2.6554
F 0.2241 1.0271 -0.9111
F 0.3747 -1.5424 -1.0809
F -0.8635 -0.4687 0.9643
F -2.2024 -1.5839 -0.8208
F -2.2516 0.9245 -0.7180
O -4.1983 5.2796 3.3652
O 2.1137 1.4196 4.0548
O 3.2997 -9.1742 -1.5614
O 0.6091 -0.2387 4.6262
O -4.1638 -2.1628 2.7107
O -3.0367 4.0792 2.0483
O 0.8734 -3.5531 -5.0535
O 4.6078 6.3258 -4.8724
O 3.0390 1.4949 -4.3133
O 3.3178 9.1884 1.0421
O 2.6280 -4.9034 1.0798
O -5.2109 -3.1767 -4.6851
O 0.7618 1.4860 5.9537
O -5.4023 -6.4869 5.6380
O 1.9465 4.4071 1.5722
O -3.3398 3.3558 -4.2823
O -4.8605 4.9182 1.2041
N 1.9049 7.0330 2.6793
N -6.1887 -4.1282 3.6602
N -2.0658 -3.5183 -4.3058
N 3.9928 3.6786 -6.2009
N 4.4424 -7.2685 0.3794
C 4.5109 -8.7207 0.5396
C 2.6429 8.2043 3.1723
C -6.7119 -6.1310 5.1140
C -4.8354 -4.0149 4.1699
C 0.8799 -1.0376 3.5127
C -5.2665 6.1563 3.6427
C 3.4126 10.3084 0.1722
C -4.0629 4.7948 2.1390
C 2.0737 5.8608 3.5292
C 3.2340 1.3645 -5.7045
C -2.5219 2.8549 -3.2101
C 4.2549 -6.6126 1.6469
C -2.7844 3.2618 0.9595
C 2.5089 9.4351 2.2025
C 1.2381 0.9408 4.7783
C 0.2971 -3.0927 -3.8481
C 1.9126 0.8173 -3.8438
C -6.6353 -5.5610 3.7253
C 1.4463 3.1523 1.0208
C -3.1155 -1.2028 2.5030
C 4.7846 6.0261 -6.2386
C -4.9133 -7.7071 5.0038
C -3.1468 -4.5619 -4.2751
C -5.3872 6.3727 5.1756
C 4.9617 7.6654 -4.5505
C 5.1949 4.5593 -6.3626
C -0.9751 -3.8649 -3.4164
C 4.4247 2.2541 -6.1782
C -4.4030 -4.2311 -5.1078
C 1.4295 4.5886 2.9053
C 2.5310 2.3440 7.2238
C 1.2369 2.6830 6.4975
C 4.0221 -5.0860 1.4064
C 3.3416 -9.6689 -2.8957
C 4.5087 -9.4560 -0.8153
C 2.0449 -2.9473 -5.5299
C -6.5485 -3.2271 -5.0535
C 2.2932 -3.5679 0.8177
C -4.2643 -2.5395 4.1318
H 0.0546 -1.7458 3.4395
H -3.9979 -7.9127 5.5588
H 3.0017 10.2892 2.6668
H -7.0682 -3.9876 -4.4707
H 4.5807 7.8261 -3.5420
H 1.7461 3.7220 3.4856
H 2.3516 -2.8739 1.6562
H -1.5917 -3.5371 -5.1974
H -6.6981 -3.4446 -6.1110
H -4.6132 7.0792 5.4752
H -3.4312 -4.8531 -3.2639
H 5.9076 4.3152 -5.5748
H 1.7849 -1.6295 3.6494
H 1.4864 1.2101 -2.9207
H 0.4881 3.1788 7.1152
H -3.2460 -0.7451 1.5225
H -4.1831 -4.6245 3.5448
H 2.0422 6.8222 1.7011
H -6.1918 5.7127 3.2753
H 5.4042 -8.8809 1.1434
H -5.0156 -5.1228 -5.2409
H 2.2095 8.4822 4.1331
H 2.3499 1.6933 8.0793
H 5.6726 6.4708 -6.6880
H 3.2643 1.8489 6.5872
H 3.8909 6.4138 -6.7276
H 2.5074 10.4956 -0.4054
H -2.1488 -1.7016 2.5718
H -0.7593 -4.9296 -3.5064
H 2.8918 -2.7852 -4.8631
H -4.5552 -7.6535 3.9757
H 3.7083 7.9902 3.2575
H -7.0212 -2.2869 -4.7692
H 3.7308 3.8678 -5.2440
H 3.7665 -7.0386 -0.3351
H -6.2787 -3.6666 2.7663
H 1.0578 -3.1867 -3.0730
H 4.6467 -4.5666 0.6796
H -7.6965 -5.5133 3.4812
H 3.1464 5.6754 3.5845
H 0.9556 -0.5746 2.5288
H -6.1726 -6.2193 2.9900
H 3.6488 -9.1443 1.0548
H 4.1610 10.0745 -0.5849
H 2.8953 -3.1535 0.0091
H -0.0164 -2.0533 -3.9456
H 3.5287 11.2922 0.6271
H 3.4955 -7.0515 2.2941
H -4.0265 -3.9804 -6.0995
H -1.2482 -3.7230 -2.3708
H -3.2751 -2.6426 4.5777
H -1.8081 2.7971 0.8214
H -4.8857 -4.2532 5.2324
H -2.7449 -5.4760 -4.7120
H -4.8890 -1.8292 4.6735
H 5.2500 2.0446 -5.4977
H 4.6997 1.9109 -7.1756
H 4.1906 -4.6003 2.3676
H 1.3185 3.3659 5.6519
H 3.5448 0.3425 -5.9213
H 4.4788 8.4117 -5.1815
H 1.2397 -3.5107 0.5440
H 3.9319 -9.0519 -3.5732
H -5.4557 5.4633 5.7726
H 2.4825 -3.4615 -6.3856
H 0.3409 4.6423 2.9168
H 1.7468 2.2866 1.6110
H -2.0115 1.9043 -3.3648
H 1.7621 -1.9876 -5.9624
H -3.2149 -0.3785 3.2092
H -7.0822 -5.4536 5.8834
H -6.3057 6.9085 5.4151
H 2.3797 -9.5314 -3.3896
H -5.2671 7.1305 3.1536
H -1.6956 3.5066 -2.9261
H 1.7317 6.0946 4.5374
H 5.2197 -6.7011 2.1464
H -5.6461 -8.5124 5.0543
H 5.3421 -9.0569 -1.3935
H 2.2424 -0.2165 -3.7407
H 3.0888 3.2250 7.5412
H 1.8555 3.0244 0.0187
H 1.0299 0.7445 -4.4791
H -3.4938 4.2913 -4.1317
H 2.3347 1.4633 -6.3125
H 0.3575 3.1957 0.9914
H 6.0285 7.8885 -4.5362
H 5.6493 4.3909 -7.3389
H -7.3540 -7.0113 5.0831
H 4.6352 -10.5330 -0.7045
H 1.4922 9.7879 2.0290
H -3.4947 2.4354 0.9860
H -3.0942 2.6858 -2.2980
H -2.9594 3.8511 0.0594
H 3.6343 -10.7172 -2.9558
*
```

=====

[2]
A structure of composition C39H96F19N12O39S13 in a non-equilibrium geometry. Source: the Open Molecules 2025 dataset; level of theory: the ωB97M-V functional and the def2-TZVPD basis.

Summary:
LUMO: 0.3 eV
Calculated total energy: -12208.629103 Ha

Structure (ORCA input):
```
! wB97M-V def2-TZVPD RIJCOSX def2/J DEFGRID3
* xyz -1 1
S -0.7318 -2.0929 3.7811
S -0.8314 -0.1942 5.8296
S -9.9391 -2.4880 -3.7329
S 8.0140 -4.6612 -2.1246
S 0.4019 4.7963 -6.4714
S 7.1142 -4.6390 -4.7013
S 1.7512 6.7090 -0.6111
S -5.0385 5.7531 4.0803
S -8.3026 -2.7927 -1.4874
S 2.9576 1.8764 -1.3373
S 0.3547 6.1672 1.8034
S -2.3196 4.9260 -7.1105
S 5.1764 0.3874 -1.6418
F -8.0969 -4.9045 0.0257
F -1.3578 1.1604 5.4480
F -2.9200 6.3525 -7.5003
F 3.9908 3.0566 -1.4613
F -4.7935 3.6976 2.4038
F -10.4669 -3.2884 -6.1792
F -6.0829 5.3189 1.6320
F 7.5311 -5.9945 -5.3980
F 3.0853 7.0399 0.1607
F -9.9626 -4.6872 -1.1048
F -3.8896 5.4618 1.4982
F -0.1201 -1.1717 2.6781
F -8.0724 -5.4347 -2.0468
F 5.8365 0.6324 -2.9858
F 0.1191 4.5758 -4.9285
F -8.6732 -2.1038 -5.9786
F -0.5788 7.3679 1.5761
F 7.7088 -6.2619 -2.0124
F -8.7294 -4.1477 -5.3792
O 1.2972 6.5773 2.8688
O 9.1901 -4.3863 -1.4198
O -3.6425 3.1549 -1.6871
O -10.3668 -1.1297 -4.0081
O 0.4882 3.4394 -7.0003
O -3.0741 4.5126 -5.9669
O -6.1500 -0.8815 2.8998
O 1.7846 2.2505 -2.0833
O 7.4516 -1.0734 1.0965
O 0.5799 -0.1962 5.6000
O 1.4931 -4.4860 -2.8097
O -1.3431 -0.2661 7.1451
O -5.3265 7.1431 4.0597
O -1.7865 -2.7254 3.0058
O 5.5719 -5.8387 0.1952
O -0.7975 0.5454 -5.0605
O 2.7074 1.8169 0.0791
O -10.9213 -3.4827 -3.3221
O -0.3865 5.0326 2.2394
O -3.7704 5.4252 4.7085
O 7.2722 -3.5266 -5.5866
O 6.7465 -4.2535 -1.6462
O 4.8012 2.5204 2.6891
O -9.1672 -2.1376 -0.5700
O 2.0045 5.7844 -1.6924
O 1.4948 5.7163 -6.5545
O 5.2563 -1.0724 -1.3343
O -6.8510 -2.6214 -1.2993
O 3.3492 4.0340 6.2997
O -2.5581 4.0687 -8.2298
O 5.7487 1.2924 -0.6885
O -0.3826 0.0595 -1.5904
O 3.4753 -1.4597 2.0260
O 0.2901 -3.0189 4.2497
O 5.8316 -4.8748 -4.0985
O -3.7868 -0.4442 -3.1425
O -6.1193 4.9742 4.4969
O -5.5979 -1.1863 6.7980
O 1.1864 7.9689 -0.9253
N -4.3700 -2.1684 4.4595
N -1.5639 -1.2491 4.8799
N -0.4503 2.9322 -0.8823
N -3.5263 1.3523 -4.9665
N 4.1341 -5.0899 -2.0211
N -0.9106 5.4165 -6.8331
N 0.9476 5.8271 0.3724
N 2.9570 4.5153 3.6014
N 5.3063 -3.1187 1.1683
N 3.6546 0.5956 -2.0816
N 8.3373 -4.4827 -3.6786
N -8.5582 -2.5873 -2.9923
C -6.7430 0.0110 1.9848
C 8.4658 -0.3072 0.4247
C 3.5031 -5.8867 -0.8865
C -1.2938 3.5827 -1.9246
C -5.3292 -1.8835 2.3220
C 3.7714 5.4559 4.3938
C -5.0133 0.1625 -3.3520
C -1.4715 0.7494 -0.9321
C 4.6028 3.7034 1.8754
C -4.2378 -2.8752 5.7952
C 2.5654 -3.7770 -3.3851
C -2.6053 4.1051 -1.4756
C 6.6414 -3.1285 1.8820
C 3.3021 5.4064 5.8155
C -4.9357 -2.9396 3.3294
C 3.1993 4.1757 2.1532
C 0.0417 -1.0362 -0.8364
C 4.1835 -3.6733 1.9515
C -4.9409 5.0695 2.3075
C 3.0041 -0.1975 2.6093
C -4.3659 -1.8127 6.9266
C -8.5958 -4.5210 -1.1497
C 7.6607 -2.4614 0.9853
C -3.0203 0.3793 -5.9252
C -3.9574 -1.7442 -2.5509
C 4.5507 -6.7222 -0.2561
C -4.8937 1.1513 -4.5527
C 6.7375 -6.4004 0.7917
C 3.6296 -2.5508 2.9123
C -1.5908 0.7649 -6.1761
C 2.3184 3.8401 7.3216
C 0.5633 1.0415 -5.2995
C 6.0859 1.9361 2.5597
C -9.4341 -3.0496 -5.4283
C 0.3326 -4.7048 -3.5271
C -5.6622 0.0848 7.4333
C 3.6043 -3.6948 -2.3166
C -1.0333 1.8869 -0.0623
C -4.9404 3.5615 -1.3168
H -2.5937 4.5867 -0.4969
H -6.6703 0.4099 7.2925
H 0.4493 -5.0120 -4.5952
H -1.9297 2.2776 0.4308
H -3.3182 -3.3839 5.8687
H -5.3998 3.8505 -2.2508
H 0.8944 1.0188 -6.3191
H -3.0987 -0.6015 -5.4038
H 3.0535 5.0992 1.7026
H 2.6359 3.0430 7.9993
H -2.8121 4.8521 -2.1733
H 2.0776 4.7275 7.8790
H 2.2539 5.8173 5.7931
H 6.8291 -4.2175 1.9733
H 2.2520 -2.8237 -3.7542
H 5.3206 4.4265 2.1600
H 3.1237 -3.2717 -1.4164
H 2.0064 4.8296 3.7434
H 4.3044 -2.1416 3.6797
H -1.5134 1.8554 -6.4314
H -0.8309 4.4795 -2.2593
H 8.0199 0.6973 0.3637
H 6.0617 1.1203 3.2156
H 3.5631 0.1298 3.4491
H -3.4647 -1.1120 6.8292
H 6.8924 2.6078 2.7538
H -4.9701 0.8309 7.0212
H -5.3581 2.1310 -4.3440
H -4.9375 -1.3139 4.5628
H 3.9495 6.0431 6.4056
H -0.2731 1.4954 0.6314
H 0.3146 2.4674 -1.3385
H 0.6961 -1.7117 -1.4921
H -0.0690 -5.5146 -2.9359
H 3.1511 0.4920 1.8226
H 3.1638 -5.2341 -0.0508
H -3.5129 0.4728 -6.8892
H 0.6218 -0.7323 0.0647
H 6.5822 -2.6199 2.8399
H 3.3812 -4.0229 1.3364
H 5.1143 -5.0037 -1.7755
H -7.2680 0.8203 2.4763
H -2.0238 0.1065 -0.3131
H -2.9773 -1.9859 -2.2071
H -7.4257 -0.5856 1.4218
H 3.9836 -5.5895 -2.8994
H 4.7952 5.1064 4.3094
H -1.4285 2.9615 -2.8419
H -5.4016 0.1000 8.5042
H -4.6702 -1.7170 -1.7505
H -4.3230 -2.4893 -3.2500
H -5.7933 -0.6272 -3.6306
H -5.0880 4.3235 -0.5013
H -4.3748 -1.5299 1.8260
H -4.2829 -2.4421 7.8521
H -5.3713 0.6403 -2.5024
H -2.1409 1.0587 -1.8336
H 4.4071 -3.0807 -2.5878
H 6.2102 1.6282 1.4901
H -3.3613 -1.8674 4.1872
H 6.6716 -6.4217 1.9247
H -4.1499 -3.6438 2.9806
H 4.7437 3.3910 0.8121
H -0.3564 -3.8359 -3.3887
H -5.9110 -2.3852 1.5111
H 7.5882 -2.7239 -0.0843
H 1.9619 -0.3381 2.9111
H 7.5693 -5.7681 0.6053
H 8.5856 -0.6249 -0.5908
H 4.1383 -7.3768 0.5402
H -2.8003 1.3140 -4.1962
H 8.6799 -2.7038 1.3818
H 2.9942 -4.3147 -4.2567
H -5.8553 -3.3987 3.6117
H 1.3309 0.4442 -4.7695
H 2.6288 -6.3960 -1.1838
H 5.2438 -2.1258 0.9423
H 3.5639 6.4728 3.9863
H 3.0791 3.6406 4.1443
H 1.3402 3.5743 6.8625
H 2.4203 3.4404 1.8078
H -1.3003 0.2218 -7.0953
H -0.0722 3.7156 -0.3555
H 4.4873 -4.5904 2.4851
H -5.3247 0.7282 -5.4234
H -5.9438 0.5000 1.3624
H -5.5254 2.6698 -1.0297
H 4.9670 -7.3376 -1.0485
H 5.4007 -3.6788 0.2957
H 7.0420 -7.4356 0.3985
H 0.6985 2.0424 -4.9945
H -3.4622 2.2953 -5.3750
H -0.7589 -1.7417 -0.5676
H 2.7415 -2.8801 3.4003
H -5.0613 -3.5691 5.8990
H 9.4352 -0.3515 0.9427
*
```